C41H59As2CrN5O4Si | ωB97M-V/def2-TZVPD

Last column: Mulliken spin population.
Cartesian coordinates (Å):
Cr1 -0.66 0.14 -0.25  2.032
C1 -2.85 -0.57 2.70  0.007
C2 -1.56 0.14 2.79  -0.061
N1 -0.74 0.31 1.78  -0.037
C3 0.35 1.04 2.26  0.203
C4 0.12 1.34 3.63  0.293
N2 -1.08 0.69 3.92  0.075
C5 0.82 2.20 4.53  0.032
O1 0.56 1.99 5.86  0.012
O2 1.56 3.10 4.19  0.127
C6 1.48 1.22 1.45  0.151
O3 2.54 1.79 1.66  0.173
O4 1.29 0.56 0.18  -0.096
H1 -2.95 -0.95 1.69  0.006
H2 -3.68 0.10 2.93  -0.003
H3 -2.89 -1.41 3.40  -0.002
H4 -1.60 0.79 4.78  -0.002
H5 0.17 1.12 6.01  -0.001
C7 -4.66 -0.98 -0.47  0.006
As1 -3.08 0.19 -0.83  0.021
C8 -3.99 1.86 -0.38  -0.003
C9 -3.20 0.25 -2.79  0.016
C10 -4.43 0.47 -3.42  0.000
C11 -4.54 0.50 -4.80  0.000
C12 -3.41 0.33 -5.58  0.000
C13 -2.18 0.17 -4.97  -0.001
C14 -2.05 0.12 -3.58  0.000
As2 -0.27 -0.03 -2.75  0.021
C15 0.67 1.38 -3.79  0.001
C16 0.44 -1.51 -3.88  0.003
H6 -5.47 -0.74 -1.16  -0.001
H7 -5.02 -0.80 0.55  0.000
H8 -4.43 -2.04 -0.57  0.001
H9 -4.98 1.94 -0.85  -0.002
H10 -3.38 2.70 -0.69  0.002
H11 -4.12 1.92 0.70  0.001
H12 -5.32 0.63 -2.82  0.000
H13 -5.50 0.65 -5.26  0.000
H14 -3.48 0.33 -6.65  0.000
H15 -1.29 0.08 -5.59  0.000
H16 1.40 0.94 -4.47  0.000
H17 1.19 2.05 -3.11  -0.001
H18 -0.06 1.94 -4.37  0.000
H19 0.27 -1.29 -4.94  -0.001
H20 0.00 -2.48 -3.66  0.001
H21 1.52 -1.57 -3.73  0.000
C17 2.48 -0.04 -0.32  -0.002
Si1 2.61 -1.84 0.35  0.006
C18 1.05 -2.66 -0.48  0.010
N3 -0.28 -2.29 0.03  -0.065
C19 -1.32 -2.84 -0.84  0.027
C20 -1.42 -4.37 -0.90  0.005
C21 -1.38 -4.98 0.51  -0.001
C22 -1.59 -3.87 1.53  -0.003
C23 -0.46 -2.84 1.40  0.025
C24 2.67 -2.07 2.23  -0.008
C25 2.55 -3.35 2.77  0.002
C26 2.52 -3.56 4.14  0.000
C27 2.62 -2.49 5.01  0.004
C28 2.80 -1.21 4.50  0.013
C29 2.85 -1.01 3.13  0.044
C30 4.20 -2.52 -0.40  -0.001
C31 5.26 -2.89 0.44  0.001
C32 6.50 -3.22 -0.08  0.000
C33 6.70 -3.19 -1.44  0.000
C34 5.67 -2.84 -2.29  0.000
C35 4.43 -2.51 -1.77  0.000
H22 2.41 -0.02 -1.41  0.000
H23 3.34 0.57 -0.01  0.002
H24 1.17 -3.75 -0.44  -0.002
H25 1.08 -2.39 -1.54  0.000
H26 -1.18 -2.46 -1.86  0.009
H27 -2.28 -2.44 -0.48  -0.004
H28 -0.63 -4.78 -1.52  0.001
H29 -2.36 -4.60 -1.40  -0.001
H30 -0.42 -5.46 0.69  0.000
H31 -2.14 -5.75 0.61  0.000
H32 -1.55 -4.27 2.54  0.000
H33 -2.57 -3.41 1.40  0.000
H34 0.46 -3.37 1.68  0.003
H35 -0.60 -2.03 2.12  0.004
H36 2.49 -4.20 2.10  0.000
H37 2.42 -4.56 4.53  0.000
H38 2.58 -2.65 6.07  0.000
H39 2.90 -0.36 5.16  -0.005
H40 3.04 -0.02 2.77  -0.038
H41 5.10 -2.90 1.51  0.000
H42 7.31 -3.48 0.59  0.000
H43 7.67 -3.44 -1.85  0.000
H44 5.83 -2.80 -3.36  0.000
H45 3.63 -2.22 -2.44  0.000
C36 -0.26 4.93 2.25  0.004
C37 0.68 4.56 1.11  0.007
N4 0.09 4.59 -0.22  0.000
C38 0.23 5.84 -0.95  -0.001
C39 -0.93 6.80 -0.68  0.000
C40 -0.56 3.53 -0.75  0.021
C41 -1.05 3.64 -2.17  0.019
N5 -0.81 2.43 -0.11  -0.064
H46 0.24 4.70 3.18  -0.001
H47 -1.19 4.37 2.20  -0.002
H48 -0.50 5.99 2.25  -0.001
H49 1.11 3.57 1.31  0.000
H50 1.52 5.25 1.11  0.001
H51 0.31 5.65 -2.02  0.000
H52 1.17 6.31 -0.62  0.000
H53 -1.88 6.35 -0.97  0.000
H54 -0.79 7.71 -1.26  0.000
H55 -0.98 7.06 0.37  0.000
H56 -0.22 3.85 -2.84  0.002
H57 -1.78 4.44 -2.26  0.001
H58 -1.52 2.70 -2.45  -0.007
H59 -0.54 2.52 0.87  0.022

Properties
- Kohn-Sham gap (spin up / spin down) (eV) = 5.911 / 7.837
- 2S+1 = 4
- expectation value of S² = 3.7828
- HOMO (spin up / spin down) (eV) = -7.722 / -10.077
- total charge = +1

---

C42H105BCdF4N7O4S | ωB97M-V/def2-TZVPD

Last column: Mulliken charge in e.
Cartesian coordinates (Å):
Cd1 22.42 -9.26 -2.66  3.297
S1 23.49 -9.38 -4.92  1.320
O1 22.32 -10.08 -4.49  -2.292
O2 23.36 -8.52 -6.09  -0.370
O3 23.89 -8.65 -3.73  -0.808
O4 24.55 -10.27 -5.39  -0.679
B1 20.85 -7.79 -2.03  -0.778
F1 22.06 -7.64 -1.44  -0.261
F2 20.45 -9.05 -1.68  -0.028
F3 19.94 -6.82 -1.66  -0.209
F4 21.15 -7.79 -3.38  -0.178
C1 24.15 -5.37 -2.63  -0.950
C2 23.09 -4.73 -3.42  1.381
N1 22.60 -3.48 -2.91  0.138
C3 21.60 -3.77 -1.83  0.046
C4 21.11 -2.53 -1.08  -1.598
C5 22.09 -2.60 -3.95  -0.402
C6 23.17 -2.14 -4.97  -1.314
H1 24.51 -6.31 -3.03  -0.273
H2 23.70 -5.67 -1.68  0.191
H3 24.98 -4.73 -2.33  0.427
H4 23.50 -4.59 -4.42  -0.566
H5 22.26 -5.41 -3.59  -0.392
H6 21.96 -4.49 -1.10  0.245
H7 20.73 -4.29 -2.24  0.229
H8 21.97 -1.92 -0.80  0.356
H9 20.46 -2.78 -0.24  0.450
H10 20.50 -1.91 -1.75  0.310
H11 21.21 -3.00 -4.47  0.468
H12 21.78 -1.63 -3.56  0.354
H13 22.83 -1.35 -5.64  0.423
H14 23.96 -1.68 -4.38  0.388
H15 23.54 -2.96 -5.59  0.136
C7 24.81 -12.50 -1.10  -1.670
C8 24.05 -11.48 -1.96  -0.428
N2 23.03 -10.66 -1.29  1.704
C9 23.61 -9.88 -0.17  -0.324
C10 24.68 -8.87 -0.58  -1.805
C11 21.98 -11.47 -0.75  0.510
C12 21.10 -12.10 -1.85  -1.659
H16 24.19 -13.32 -0.75  0.330
H17 25.23 -12.04 -0.21  0.328
H18 25.65 -12.91 -1.66  0.472
H19 24.80 -10.92 -2.52  0.403
H20 23.53 -12.05 -2.73  -0.436
H21 22.84 -9.37 0.40  0.056
H22 24.07 -10.53 0.58  0.636
H23 25.03 -8.41 0.35  0.507
H24 25.50 -9.43 -1.01  0.377
H25 24.41 -8.11 -1.31  0.083
H26 21.27 -10.84 -0.22  -0.650
H27 22.38 -12.22 -0.06  0.569
H28 21.41 -13.11 -2.14  0.329
H29 20.96 -11.50 -2.75  -0.247
H30 20.09 -12.16 -1.45  0.581
C13 21.49 -13.90 2.66  -1.420
C14 21.39 -12.38 2.97  -0.645
N3 20.26 -11.72 2.23  0.390
C15 19.00 -12.39 2.29  -0.821
C16 18.53 -12.70 3.71  -1.354
C17 20.23 -10.27 2.63  -0.741
C18 19.29 -9.38 1.76  -1.389
H31 21.53 -14.15 1.60  0.283
H32 20.68 -14.51 3.05  0.359
H33 22.45 -14.26 3.03  0.426
H34 21.26 -12.24 4.04  0.568
H35 22.34 -11.95 2.66  0.367
H36 18.29 -11.80 1.70  0.621
H37 19.07 -13.33 1.76  0.410
H38 19.19 -13.36 4.28  0.243
H39 18.42 -11.73 4.19  0.290
H40 17.51 -13.09 3.68  0.439
H41 21.25 -9.91 2.54  0.401
H42 19.99 -10.20 3.69  0.626
H43 18.25 -9.67 1.88  0.410
H44 19.41 -9.45 0.68  0.226
H45 19.31 -8.34 2.07  0.388
C19 24.65 -6.40 -8.02  0.251
C20 26.12 -7.01 -7.99  -1.069
N4 26.37 -7.91 -6.83  0.745
C21 27.72 -8.47 -7.04  -0.592
C22 28.04 -9.57 -6.07  -1.175
C23 26.19 -7.28 -5.52  -0.200
C24 26.95 -6.00 -5.24  -1.626
H46 24.51 -5.82 -7.10  -0.527
H47 23.89 -7.18 -8.03  0.176
H48 24.50 -5.74 -8.87  0.185
H49 26.23 -7.54 -8.93  0.518
H50 26.69 -6.07 -7.95  0.330
H51 27.72 -8.95 -8.02  0.427
H52 28.47 -7.68 -7.07  0.452
H53 27.22 -10.30 -6.06  0.143
H54 28.90 -10.11 -6.46  0.505
H55 28.34 -9.12 -5.13  0.209
H56 26.20 -7.99 -4.70  0.640
H57 25.14 -6.98 -5.46  -0.521
H58 26.76 -5.18 -5.94  0.294
H59 28.00 -6.30 -5.29  0.387
H60 26.66 -5.69 -4.24  0.444
C25 15.95 -8.13 -6.51  -1.669
C26 17.41 -8.31 -6.04  0.292
N5 17.82 -9.69 -5.78  0.510
C27 16.99 -10.44 -4.84  -0.474
C28 16.96 -9.87 -3.41  -0.739
C29 19.23 -9.86 -5.52  0.436
C30 20.04 -10.02 -6.84  -0.860
H61 15.30 -8.09 -5.63  0.312
H62 15.61 -8.94 -7.15  0.353
H63 15.77 -7.17 -6.98  0.455
H64 17.95 -7.90 -6.90  0.111
H65 17.57 -7.61 -5.22  0.196
H66 17.30 -11.49 -4.82  0.104
H67 15.95 -10.45 -5.19  0.475
H68 16.79 -8.79 -3.30  0.287
H69 17.90 -10.12 -2.94  -0.122
H70 16.19 -10.38 -2.82  0.493
H71 19.62 -9.07 -4.87  -0.271
H72 19.42 -10.72 -4.88  -0.085
H73 20.01 -9.07 -7.39  0.035
H74 21.07 -10.35 -6.67  -0.117
H75 19.66 -10.82 -7.46  0.392
C31 18.96 -13.83 -5.64  -0.770
C32 20.07 -14.88 -5.83  -0.866
N6 21.36 -14.51 -5.23  0.403
C33 21.86 -13.22 -5.79  1.264
C34 22.17 -13.30 -7.30  -1.524
C35 22.20 -15.69 -5.28  -0.500
C36 23.65 -15.42 -4.92  -1.155
H76 18.81 -13.55 -4.59  0.203
H77 18.04 -14.23 -6.06  0.476
H78 19.09 -12.95 -6.26  -0.010
H79 19.65 -15.80 -5.43  0.517
H80 20.15 -15.05 -6.91  0.440
H81 21.18 -12.40 -5.58  -1.219
H82 22.76 -12.93 -5.25  0.120
H83 22.93 -14.04 -7.56  0.348
H84 21.25 -13.55 -7.83  0.363
H85 22.63 -12.42 -7.75  0.342
H86 22.12 -16.08 -6.29  0.435
H87 21.82 -16.44 -4.59  0.385
H88 24.13 -14.89 -5.74  0.268
H89 24.20 -16.36 -4.91  0.421
H90 23.79 -14.88 -3.98  0.155
C37 20.52 -1.99 -8.31  -1.392
C38 19.97 -3.36 -7.95  -0.446
N7 20.77 -4.42 -8.50  0.699
C39 20.66 -4.53 -9.95  -0.531
C40 21.83 -5.33 -10.50  -1.189
C41 20.42 -5.68 -7.82  -1.196
C42 21.20 -5.84 -6.51  0.512
H91 20.48 -1.79 -9.38  0.375
H92 21.56 -1.92 -7.97  0.278
H93 19.96 -1.16 -7.89  0.414
H94 19.90 -3.43 -6.86  0.373
H95 18.95 -3.36 -8.33  0.287
H96 19.72 -4.95 -10.31  0.298
H97 20.66 -3.58 -10.47  0.436
H98 21.84 -5.10 -11.56  0.464
H99 22.79 -5.01 -10.07  0.156
H100 21.74 -6.40 -10.28  0.330
H101 20.56 -6.56 -8.45  0.392
H102 19.38 -5.79 -7.51  0.169
H103 22.27 -5.73 -6.63  -0.296
H104 21.02 -6.84 -6.12  -0.265
H105 20.86 -5.17 -5.72  0.124

Properties
- Kohn-Sham gap (eV) = 7.006
- HOMO (eV) = -4.884
- total charge = -1

---

C10H19PSi | ωB97M-V/def2-TZVPD

Last column: Mulliken charge in e.
Cartesian coordinates (Å):
C1 -0.13 0.31 1.38  -0.233
C2 -0.75 1.43 1.70  -0.763
C3 -1.73 1.72 -0.63  -0.396
C4 0.36 -0.27 0.10  -0.366
C5 -1.19 2.42 0.62  2.073
C6 -0.02 3.31 0.20  -1.295
C7 -2.32 3.34 1.10  -1.823
C8 2.34 -2.65 0.72  -1.098
C9 1.36 -2.12 -2.23  -1.063
C10 -0.59 -3.19 -0.52  -1.163
Si1 0.90 -1.96 -0.38  0.511
P1 -2.42 2.09 -2.03  -0.207
H1 0.28 -0.21 2.31  0.194
H2 -0.83 1.84 2.69  0.353
H3 0.55 0.47 -0.72  0.339
H4 0.32 3.88 1.07  0.394
H5 -0.37 4.20 -0.58  0.279
H6 0.78 2.69 -0.18  0.337
H7 -2.51 4.15 0.43  0.473
H8 -2.06 3.92 2.05  0.397
H9 -3.30 2.82 1.47  0.330
H10 1.94 -3.57 1.21  0.318
H11 3.27 -3.05 0.12  0.285
H12 2.77 -1.98 1.50  0.305
H13 1.54 -1.08 -2.70  0.305
H14 2.43 -2.60 -2.28  0.266
H15 0.61 -2.73 -2.78  0.289
H16 -0.94 -3.66 0.46  0.301
H17 -1.44 -2.84 -1.09  0.359
H18 -0.24 -4.06 -1.13  0.317
H19 -2.01 0.81 -2.55  -0.017

Properties
- Kohn-Sham gap (spin up / spin down) (eV) = 7.963 / 7.079
- HOMO (spin up / spin down) (eV) = -8.033 / -7.838

---

C16H39F3MgNO7S5 | ωB97M-V/def2-TZVPD

Last column: Mulliken charge in e.
Cartesian coordinates (Å):
Mg1 -25.70 29.70 -5.72  1.301
C1 -27.64 31.35 -3.64  -0.405
O1 -28.03 30.11 -2.97  -0.301
O2 -26.68 31.01 -4.63  -0.251
C2 -28.99 32.07 -4.07  0.478
F1 -28.77 33.33 -4.54  -0.295
F2 -29.60 31.42 -5.04  -0.249
F3 -29.98 32.11 -3.14  -0.294
C3 -27.18 29.51 -1.96  0.192
C4 -27.93 28.37 -1.36  -1.211
H1 -27.69 28.19 -0.31  0.422
H2 -29.00 28.56 -1.37  0.264
H3 -27.78 27.42 -1.87  0.156
H4 -26.93 30.19 -1.15  0.484
H5 -26.13 29.33 -2.19  -0.202
H6 -27.19 32.00 -2.89  0.377
C5 -28.93 27.25 -9.81  -0.950
C6 -27.92 26.48 -9.12  0.529
N1 -27.14 25.89 -8.54  -0.423
H7 -28.69 27.34 -10.87  0.346
H8 -29.06 28.23 -9.36  0.220
H9 -29.80 26.60 -9.73  0.390
C7 -22.25 27.90 -3.68  -0.929
S1 -22.83 29.62 -3.81  0.283
O3 -24.18 29.56 -4.49  -0.473
C8 -23.27 29.79 -2.02  -1.087
H10 -21.89 27.60 -4.67  0.258
H11 -23.14 27.27 -3.56  0.256
H12 -21.47 27.69 -2.95  0.501
H13 -23.79 28.88 -1.71  0.330
H14 -23.93 30.60 -1.74  0.308
H15 -22.35 29.91 -1.44  0.456
C9 -24.02 32.88 -4.99  -0.645
S2 -23.51 31.84 -6.40  0.406
O4 -24.77 31.02 -6.70  -0.159
C10 -23.47 33.15 -7.70  -1.132
H16 -24.04 32.30 -4.08  -0.019
H17 -25.04 33.20 -5.19  0.142
H18 -23.32 33.72 -4.97  0.632
H19 -23.26 32.74 -8.69  0.366
H20 -22.75 33.96 -7.55  0.441
H21 -24.43 33.68 -7.74  0.279
C11 -23.62 26.01 -6.97  -0.976
S3 -24.20 27.61 -7.77  0.249
O5 -24.90 28.32 -6.62  -0.094
C12 -22.56 28.39 -7.95  -0.841
H22 -23.12 26.13 -6.00  0.193
H23 -22.86 25.58 -7.62  0.487
H24 -24.58 25.51 -6.96  0.297
H25 -22.20 28.64 -6.95  0.120
H26 -22.62 29.34 -8.48  0.219
H27 -21.78 27.85 -8.49  0.488
C13 -29.23 28.27 -5.42  -0.749
S4 -27.63 27.34 -5.62  0.807
O6 -26.57 28.04 -4.78  -0.790
C14 -28.17 25.88 -4.55  -1.108
H28 -29.96 27.76 -6.05  0.554
H29 -29.05 29.27 -5.81  -0.232
H30 -29.53 28.28 -4.38  0.360
H31 -28.86 26.32 -3.83  0.342
H32 -27.36 25.33 -4.08  0.363
H33 -28.76 25.17 -5.12  0.343
C15 -26.28 30.24 -9.65  -0.831
S5 -27.68 30.23 -8.43  0.260
O7 -27.02 29.74 -7.13  -0.183
C16 -27.68 32.07 -8.27  -0.612
H34 -26.12 29.18 -9.83  0.265
H35 -25.35 30.57 -9.19  0.049
H36 -26.71 30.70 -10.54  0.594
H37 -26.69 32.51 -8.11  -0.035
H38 -28.23 32.24 -7.34  0.155
H39 -28.22 32.61 -9.05  0.517

Properties
- Kohn-Sham gap (eV) = 8.288
- HOMO (eV) = -10.337
- total charge = +1

---

These records have DFT total energy values of -7977.79948; -3337.84912; -1023.06229; -3704.85264 Eh, in the order they appear.